Record 1
DFT (wB97M-V/def2-TZVPD) results for a cluster of 2 separate species, C3H9N3O in total at a distorted geometry.

Output
energy relative to the best compared isomer or geometry (same formula, charge and spin)	138.87	kcal per mole
energy	-9769.5174	eV
HOMO (spin up / spin down)	-7.533 / -7.528	eV
spin multiplicity	1
gap between HOMO and LUMO (spin up / spin down)	8.10 / 8.09	eV

Structure (XYZ):
```
16
Properties=species:S:1:pos:R:3:forces:R:3:nbo_charge:R:1
C 0.712021 1.133930 -1.735513 -2.1771 -0.1123 2.1239 -0.39
C 0.523980 0.267591 -0.724828 3.4064 -1.5768 -2.4159 -0.24
C -0.539254 -0.200717 0.068361 0.6795 0.6910 3.4567 0.44
N -1.714721 0.422387 -0.064944 -4.3970 0.0511 3.3082 -0.80
N -0.599507 -1.565258 0.374900 -0.0311 -1.2901 -0.1719 -0.32
N 0.392414 0.605973 1.887555 -1.6984 2.9664 -3.2560 -1.00
O 0.660759 -2.198783 0.540200 0.1144 0.1151 -0.0298 -0.57
H 1.662602 1.152173 -2.164392 1.1321 0.2906 -0.8412 0.21
H -0.047854 1.861207 -1.964818 0.0029 0.2794 -0.4915 0.18
H 1.374717 -0.433134 -0.656953 -0.3198 0.5494 0.3624 0.21
H -1.679663 1.350320 -0.410064 0.3398 0.7209 -0.3727 0.39
H -2.359373 0.461927 0.861646 2.1481 -0.4221 -2.9139 0.40
H -1.182273 -1.887153 1.178672 0.7303 0.9250 -0.9682 0.39
H 0.925859 -2.653095 -0.291982 -0.9085 0.5369 0.5710 0.48
H 0.669629 1.601460 1.411260 -0.7496 -2.8237 1.5818 0.31
H 1.200666 0.081171 1.690901 1.7280 -0.9008 0.0573 0.31
```
Positions in Å, forces in eV/Å.

Record 2
DFT (wB97M-V/def2-TZVPD) results for a cluster of 3 separate species, C3H9N3O2 in total at a distorted geometry.

Output
energy relative to the best compared isomer or geometry (same formula, charge and spin)	131.25	kcal per mole
energy	-11818.3679	eV
SMILES string	[H]/N=C(\C)O.C#[N+][O-].N
HOMO	-9.523	eV
spin multiplicity	1
gap between HOMO and LUMO	10.44	eV

Structure (XYZ):
```
17
Properties=species:S:1:pos:R:3:forces:R:3:nbo_charge:R:1
C -0.336574 -0.659672 0.301577 -0.1385 -0.0936 -1.8836 0.59
C 0.266651 0.340122 1.225793 -1.1038 0.3997 1.0021 -0.72
C -0.600913 -3.815864 -2.637280 2.7975 -1.9300 -0.9366 -0.02
N 0.245391 -1.626906 -0.269155 1.4374 -1.0621 -0.4939 -0.78
N -1.345663 -3.168460 -2.080944 -2.1155 0.1257 0.5794 0.23
N 1.448790 4.178921 1.082616 -3.0087 -1.0488 1.8287 -1.07
O -2.318844 -2.654924 -1.616446 -0.4868 0.9965 0.4417 -0.44
O -1.638793 -0.397126 -0.048307 0.2088 0.1675 1.0175 -0.72
H -0.616277 0.893684 1.768780 2.0589 -1.5054 -0.1102 0.24
H 0.791681 1.155857 0.764904 0.0844 0.3256 -0.9643 0.25
H 1.108382 -0.222052 1.705553 -1.2190 0.7431 0.7263 0.24
H 0.168080 -4.577533 -2.708124 -0.4174 0.7223 -0.1757 0.25
H 1.292797 -1.831000 -0.195533 -2.1535 1.0196 0.6948 0.36
H -2.096079 -1.123891 -0.533846 1.0687 0.1252 0.1109 0.52
H 1.506741 4.737742 1.958233 -0.1629 -0.6347 -0.8329 0.36
H 0.384508 3.992294 0.912473 2.6407 0.5557 0.4527 0.36
H 1.740122 4.778807 0.369705 0.5097 1.0937 -1.4570 0.35
```
Positions in Å, forces in eV/Å.

Record 3
DFT (wB97M-V/def2-TZVPD) results for an isolated molecule of C3H9N3O2 at a distorted geometry.

Output
energy relative to the best compared isomer or geometry (same formula, charge and spin)	141.04	kcal per mole
energy	-11817.9432	eV
SMILES string	CC(C)(N)/N=[N+](/[O-])O
HOMO	-9.529	eV
spin multiplicity	1
gap between HOMO and LUMO	10.12	eV

Structure (XYZ):
```
17
Properties=species:S:1:pos:R:3:forces:R:3:nbo_charge:R:1
C -1.357835 -0.773780 0.875730 -2.6485 0.3100 -0.3224 -0.61
C -0.696189 0.240000 -1.341135 1.2607 0.0740 0.6304 -0.63
C -0.322605 -0.051248 0.101417 2.7199 -0.6548 0.6059 0.24
N 0.813395 -1.113568 0.120183 1.3570 -0.6488 -0.2763 -0.39
N 2.073067 -0.835075 -0.143576 -4.3337 0.0529 1.5547 0.59
N 0.127109 1.218465 0.689731 -0.9442 1.3567 -2.9285 -0.86
O 3.011070 -1.577174 -0.142943 0.0249 -0.8241 -0.2572 -0.38
O 2.345711 0.429825 -0.318164 1.8624 2.5806 -1.0106 -0.55
H -1.085006 -1.062861 1.882257 0.4574 -0.2946 -0.0525 0.23
H -2.243288 -0.081791 1.015397 0.6778 -0.6953 -0.3424 0.20
H -1.690579 -1.633387 0.241590 0.2273 0.4799 0.9595 0.23
H -0.922544 1.269537 -1.515810 -0.5703 0.6325 -0.0101 0.21
H -1.456929 -0.412003 -1.654024 -1.0404 -0.7081 -0.5990 0.22
H 0.201285 0.047954 -1.892900 0.3250 -0.1441 -0.7510 0.23
H 1.587180 1.012668 0.000282 -0.2865 -0.3621 0.1491 0.50
H -0.562076 1.940088 0.449173 0.4662 -0.2642 -0.5215 0.38
H 0.178240 1.382351 1.632786 0.4452 -0.8906 3.1720 0.38
```
Positions in Å, forces in eV/Å.

Record 4
DFT (wB97M-V/def2-TZVPD) results for a cluster of 2 separate species, C3H9N3O2 in total.

Output
energy relative to the best compared isomer or geometry (same formula, charge and spin)	31.95	kcal per mole
energy	-11822.6738	eV
HOMO	-8.409	eV
spin multiplicity	1
gap between HOMO and LUMO	8.80	eV

Structure (XYZ):
```
17
Properties=species:S:1:pos:R:3:forces:R:3:nbo_charge:R:1
N 0.783527 0.481830 -2.123647 -0.3123 0.2159 -0.0938 -0.93
C -0.579255 1.003238 -2.096624 0.1484 -0.1431 0.1057 0.88
O -1.289366 0.544494 -1.130056 0.1702 -0.5498 0.1352 -0.86
O -0.910940 1.812027 -2.938903 -0.0442 0.4219 -0.1101 -0.68
H 0.749516 -0.493899 -2.392799 0.0780 -0.1174 0.0842 0.36
H 1.252433 0.989484 -2.863377 0.1030 -0.1334 -0.0870 0.38
C 0.946145 -1.758777 1.089577 0.0488 0.1129 -0.1342 -0.41
N 0.101401 -0.613914 0.816576 -0.1852 -0.1074 0.0061 -0.54
C -0.303291 0.223444 1.726120 -0.0199 0.0658 0.1122 0.38
N -1.134647 1.188889 1.407645 -0.2207 -0.0613 -0.1699 -0.75
H 1.904756 -1.646044 0.587485 0.0167 -0.0042 -0.0816 0.22
H 0.464985 -2.667998 0.739768 -0.0279 -0.0611 -0.0422 0.21
H 1.127447 -1.856544 2.155307 -0.0255 0.0475 0.1488 0.20
H -0.290120 -0.393624 -0.152363 0.0740 0.0273 0.2343 0.47
H 0.031867 0.104950 2.752100 0.0906 0.0644 -0.0378 0.19
H -1.445484 1.134954 0.416875 -0.0363 0.5023 -0.2722 0.47
H -1.408977 1.947489 2.006324 0.1423 -0.2801 0.2023 0.41
```
Positions in Å, forces in eV/Å.

Record 5
DFT (wB97M-V/def2-TZVPD) results for a cluster of 2 separate species, C3H9N3O2 in total.

Output
energy relative to the best compared isomer or geometry (same formula, charge and spin)	15.99	kcal per mole
energy	-11823.3657	eV
SMILES string	NC(N)=O.CNC=O
HOMO	-9.672	eV
spin multiplicity	1
gap between HOMO and LUMO	10.14	eV

Structure (XYZ):
```
17
Properties=species:S:1:pos:R:3:forces:R:3:nbo_charge:R:1
C 1.494009 1.707659 2.140107 0.1548 0.0638 0.3466 0.52
N 1.011700 0.649207 1.456890 -0.1132 0.1461 -0.0839 -0.61
C 0.716251 -0.615641 2.105489 0.1840 0.2535 -0.2586 -0.43
O 1.743995 1.725602 3.328674 -0.0780 -0.0906 -0.0489 -0.62
H 1.667081 2.590486 1.513100 -0.0301 0.0857 -0.2271 0.11
H 0.837537 0.782237 0.474544 -0.0074 -0.1885 0.0112 0.40
H 1.201837 -0.576979 3.074446 -0.0360 -0.1611 0.1084 0.24
H 1.126398 -1.427042 1.509432 -0.0309 -0.1172 0.0440 0.21
H -0.355563 -0.757417 2.238671 -0.0460 -0.0309 0.0376 0.19
N -2.137280 -1.447461 -1.544626 0.1191 -0.0265 0.2903 -0.86
C -1.075118 -0.844801 -2.207704 -0.2181 0.1841 -0.0372 0.77
N -1.439592 0.232513 -2.989456 -0.0722 -0.1295 0.0323 -0.85
O 0.068312 -1.231610 -2.113861 0.1675 -0.1142 0.0147 -0.64
H -1.805235 -2.139617 -0.889412 -0.0023 -0.0173 -0.0183 0.40
H -2.821845 -0.833919 -1.125627 -0.0266 0.0294 -0.2242 0.38
H -2.389823 0.242074 -3.322427 0.0079 0.0296 -0.0357 0.39
H -0.748352 0.470557 -3.682044 0.0276 0.0836 0.0489 0.40
```
Positions in Å, forces in eV/Å.

Record 6
DFT (wB97M-V/def2-TZVPD) results for an isolated molecule of C3H9N3O2 at a distorted geometry.

Output
energy relative to the best compared isomer or geometry (same formula, charge and spin)	135.70	kcal per mole
energy	-11818.1748	eV
SMILES string	[H]/N=C(\ON)[C@@H](C)ON
HOMO	-8.855	eV
spin multiplicity	1
gap between HOMO and LUMO	9.52	eV

Structure (XYZ):
```
17
Properties=species:S:1:pos:R:3:forces:R:3:nbo_charge:R:1
C -0.220716 0.466779 0.530198 -1.5096 0.3740 0.7168 -0.01
C 0.156283 1.580550 -0.439023 0.3818 0.0534 -0.5411 -0.64
C 0.010507 -0.903071 -0.076339 0.3163 -0.9063 -0.9955 0.56
N 2.382400 -0.473377 0.368888 -0.3201 -0.3398 -0.0237 -0.52
N -2.694571 0.207448 0.263621 0.4036 -0.0867 0.0269 -0.50
O 1.344912 -1.394638 -0.033232 -1.0572 0.2364 -0.0106 -0.42
O -1.592009 0.700093 1.059278 1.2369 -0.4760 -0.6077 -0.41
N -0.859359 -1.613903 -0.705606 1.7003 0.7263 1.2407 -0.71
H 0.376047 0.552134 1.441157 0.0037 -0.0532 -0.1685 0.23
H 2.989505 -0.457677 -0.453359 -0.1397 0.0456 0.1841 0.35
H 2.888031 -1.010459 1.076097 -0.1304 0.1652 -0.1286 0.35
H -2.288775 -0.058001 -0.642125 -0.4083 0.1547 0.3720 0.35
H -2.880959 -0.698127 0.704017 -0.0524 0.1992 -0.2995 0.33
H -0.407239 -2.481778 -1.012571 -0.0924 0.1942 -0.0863 0.36
H -0.106833 1.318617 -1.469138 -0.1071 0.0589 0.1072 0.21
H -0.338364 2.523066 -0.187739 0.0092 -0.2923 0.1754 0.24
H 1.241138 1.742345 -0.424124 -0.2345 -0.0532 0.0384 0.23
```
Positions in Å, forces in eV/Å.

Record 7
DFT (wB97M-V/def2-TZVPD) results for a cluster of 2 separate species, C3H9N3O2 in total at a distorted geometry.

Output
energy relative to the best compared isomer or geometry (same formula, charge and spin)	33.16	kcal per mole
energy	-11822.6215	eV
SMILES string	CC(=O)O.N=C(N)N
HOMO	-9.030	eV
spin multiplicity	1
gap between HOMO and LUMO	9.71	eV

Structure (XYZ):
```
17
Properties=species:S:1:pos:R:3:forces:R:3:nbo_charge:R:1
C 0.384748 -2.021659 -0.471741 0.3079 0.5175 0.8623 -0.74
C 0.250431 -0.675874 -1.120094 -2.4451 -0.2220 -2.4729 0.83
O 1.302027 -0.377592 -1.929623 0.2004 0.0142 0.0323 -0.71
O -0.840741 -0.115979 -1.267155 1.7989 -0.6665 0.0720 -0.66
H 1.013382 0.240505 -2.622649 -0.1435 -0.0254 0.4904 0.49
H 1.430293 -2.325773 -0.466704 -0.1044 -0.1348 0.1137 0.22
H -0.020462 -1.928636 0.543332 0.1326 -0.2034 -0.1677 0.26
H -0.223405 -2.745767 -1.021888 0.1157 0.2568 -0.0458 0.24
C -0.468210 0.871521 1.040706 1.8152 0.6360 0.7203 0.61
N -1.057563 2.017203 0.544162 0.7243 -0.2693 0.2486 -0.83
N 0.944598 0.725025 0.711603 -1.6552 0.1818 0.4346 -0.86
N -0.948155 0.018549 1.845113 -0.1603 -0.3049 -0.0295 -0.78
H -0.636163 2.397418 -0.289674 -0.4486 -0.0729 -0.0258 0.39
H -2.055081 2.091407 0.655138 0.1012 -0.0458 -0.2998 0.40
H 1.450769 1.564404 0.473616 -0.1010 0.0381 0.1216 0.38
H 1.421295 0.142983 1.388818 -0.1627 0.1991 -0.0097 0.40
H -1.947763 0.122267 1.987039 0.0246 0.1015 -0.0446 0.34
```
Positions in Å, forces in eV/Å.

Record 8
DFT (wB97M-V/def2-TZVPD) results for a cluster of 3 separate species, C3H9N3O6 in total at a distorted geometry.

Output
energy relative to the best compared isomer or geometry (same formula, charge and spin)	4.99	kcal per mole
energy	-19992.2018	eV
HOMO (spin up / spin down)	-14.204 / -14.201	eV
spin multiplicity	2
gap between HOMO and LUMO (spin up / spin down)	9.39 / 3.60	eV
charge	+1
⟨S²⟩	0.760

Structure (XYZ):
```
21
Properties=species:S:1:pos:R:3:forces:R:3:lowdin_spin:R:1
C 3.975460 -2.110594 -0.900419 0.2676 -1.2323 0.9472 0.00
N 3.347380 -1.054094 -0.081009 -0.0429 1.0831 0.2519 0.00
O 2.151950 -0.845434 -0.434199 2.3003 0.5018 1.5515 0.00
O 4.039200 -0.464664 0.773611 -2.4972 -1.1319 -1.9583 0.00
H 4.877340 -2.506074 -0.433169 0.4139 0.9592 -0.2139 0.00
H 4.077700 -1.719764 -1.912789 -0.0182 -0.3703 0.1848 0.00
H 3.332400 -2.980304 -0.765599 -0.4937 0.2591 -0.8296 0.00
C 0.552840 1.799896 -1.547359 1.1038 -0.0301 -0.6017 0.02
N -0.782310 1.217046 -1.783239 1.0688 1.3969 -0.9962 0.02
O -1.437520 1.154666 -0.773729 -1.9204 -0.6769 2.8406 0.44
O -1.273050 1.002086 -2.838089 0.2874 -0.4649 -0.9158 0.03
H 0.514820 2.830836 -1.899219 -0.2104 -0.0353 0.0074 0.00
H 1.268710 1.242726 -2.151659 -0.0836 -0.0721 0.0483 0.01
H 0.819470 1.751126 -0.491599 -0.2635 -0.1649 -0.1115 0.00
C -3.663350 -0.284314 1.714791 -0.2314 -1.6795 -1.3158 0.04
N -3.586190 0.662456 2.824881 -2.2784 -2.3771 -0.0489 0.02
O -2.872740 1.599246 2.595221 1.4639 2.1912 0.1864 0.41
O -4.227690 0.421196 3.810541 0.7022 0.8246 -0.0480 0.00
H -3.205290 -1.208584 2.066931 0.2858 0.1482 0.0159 0.00
H -3.223110 0.047136 0.774351 0.4422 0.3935 0.4043 0.00
H -4.686030 -0.554594 1.451751 -0.2961 0.4777 0.6014 0.01
```
Positions in Å, forces in eV/Å.